54
Properties=species:S:1:pos:R:3:forces:R:3 method="wB97M-V/def2-TZVPD" e_above_lowest_ev=0.000 gap_ev="7.49 / 5.85" s_squared=0.769 charge=+2 lumo_ev="-6.77 / -8.48" multiplicity=2
Tc 0.07997 0.00098 0.08035 0.0 -0.6 0.6
S 2.24723 0.17593 1.24800 0.4 0.0 -0.3
C 2.23409 -1.40732 2.08864 0.0 0.1 0.2
C 2.79814 -1.52411 3.34979 0.0 0.0 0.0
C 2.75942 -2.75657 3.99471 0.0 0.0 0.0
C 2.15171 -3.85007 3.39372 0.0 0.0 0.0
C 1.59598 -3.74329 2.12109 0.1 0.0 0.0
C 1.64745 -2.51836 1.48369 0.1 0.2 0.0
S 1.18056 -2.15857 -0.17703 0.0 -0.3 -0.2
C -0.29120 -3.12847 -0.59976 -0.1 0.0 -0.1
C -0.86448 -2.35554 -1.76847 -0.1 0.1 0.1
C -1.44876 -2.97343 -2.85429 0.0 0.0 0.0
C -1.77626 -2.21051 -3.96726 0.0 0.0 0.0
C -1.42198 -0.87082 -4.00584 0.0 0.0 -0.1
C -0.84241 -0.30691 -2.88590 0.2 0.0 0.1
C -0.28633 1.08845 -2.86348 -0.1 -0.1 0.0
S 1.18046 1.13993 -1.74278 0.2 0.1 -0.1
C 1.04743 2.84624 -1.26228 0.0 0.0 0.1
C 1.94283 3.78822 -1.71752 0.0 0.1 0.0
C 1.75451 5.12557 -1.35425 0.0 0.0 0.0
C 0.67135 5.50147 -0.57374 0.0 0.0 0.0
C -0.23102 4.55007 -0.11578 0.0 0.0 0.0
C -0.03118 3.20686 -0.43766 0.1 0.1 0.0
S -1.08770 1.98933 0.19848 -0.3 0.3 -0.1
N -0.65837 -1.01936 -1.75905 0.0 0.2 -0.1
H 3.24505 -0.66354 3.83225 0.0 0.0 0.0
H 3.19787 -2.85568 4.97862 0.0 0.0 0.0
H 2.12408 -4.80071 3.90981 0.0 0.0 0.0
H 1.15444 -4.60848 1.64203 0.0 0.0 0.0
H -0.96378 -3.19931 0.25387 0.0 0.0 0.0
H -0.01484 -4.13026 -0.92108 0.0 0.0 0.0
H -1.60877 -4.04310 -2.84564 0.0 0.0 0.0
H -2.24158 -2.67501 -4.82718 0.0 0.0 0.0
H -1.56835 -0.27674 -4.89803 0.0 0.0 0.0
H -1.01105 1.80034 -2.46887 0.0 0.0 0.0
H 0.01896 1.40853 -3.85782 0.0 0.0 0.0
H 2.77215 3.50126 -2.35124 0.0 0.0 0.0
H 2.45905 5.87256 -1.69480 0.0 0.0 0.0
H 0.52987 6.54132 -0.31107 0.0 0.0 0.0
H -1.06785 4.83532 0.50968 0.0 0.0 0.0
O 0.10355 0.95262 3.01074 0.2 -0.1 0.0
C 0.37294 0.61139 1.94591 -0.6 0.3 0.0
N -5.82734 -3.63010 3.11117 0.1 0.0 0.0
C -4.93375 -3.03713 2.70140 0.0 0.0 0.0
C -3.81104 -2.30516 2.17456 -0.2 -0.1 0.1
C -3.94033 -1.56173 1.00792 0.0 0.1 -0.1
C -2.83332 -0.90052 0.52019 0.1 0.1 0.1
N -1.63152 -0.94361 1.12253 0.1 -0.2 -0.1
C -1.52499 -1.64087 2.26791 -0.1 0.1 0.0
C -2.58186 -2.33337 2.82094 0.1 0.0 0.1
H -4.88605 -1.49349 0.48914 0.0 0.0 0.0
H -2.90662 -0.30653 -0.38103 0.0 0.0 0.0
H -0.56147 -1.64067 2.75631 0.0 0.0 0.0
H -2.44514 -2.88078 3.74308 0.0 0.0 0.0